P:
Here is a 4-piece molecular cluster, C6H19NO4 overall from OMol25. Energies are from wB97M-V/def2-TZVPD.

Last column: Löwdin charge in e.
Atoms and positions in Å:
C 2.327 0.632 -2.344  -0.101
C 2.114 1.361 -0.947  -0.209
C 0.547 1.614 -0.759  -0.127
C -0.334 0.605 -0.048  -0.506
O -0.391 -0.482 -0.584  0.039
N -0.847 0.988 1.209  0.027
C -2.110 0.649 2.001  -0.159
C -3.214 0.236 0.982  -0.074
H 1.947 1.118 -3.190  0.039
H 1.811 -0.352 -2.390  0.065
H 3.424 0.365 -2.394  0.080
H 2.675 2.295 -0.715  0.100
H 2.453 0.697 -0.091  0.098
H 0.656 2.482 0.014  0.117
H 0.018 1.833 -1.742  0.140
H -0.564 1.907 1.654  0.146
H -2.439 1.437 2.599  0.088
H -1.799 -0.255 2.540  0.091
H -3.838 -0.493 1.482  0.070
H -2.895 -0.240 0.084  0.048
H -3.795 0.996 0.560  0.048
O -1.316 -1.760 -3.287  0.036
H -2.009 -1.911 -2.867  -0.113
H -0.687 -1.358 -2.661  0.028
O 2.516 -1.830 1.183  -0.106
H 2.568 -1.734 0.165  0.083
H 1.859 -2.585 1.163  0.070
O 0.322 -0.879 2.610  -0.016
H 0.540 -1.715 2.573  -0.067
H 0.989 -0.370 2.073  0.064

The value obtained for the HOMO-LUMO gap is 0.37272 hartree. Its structure (SMILES) is CCCC(=O)NCC.O.O.O. The HOMO energy comes out at -9.6045 eV. The value obtained for the LUMO energy is 0.020 Ha. As for the multiplicity: 1.

Q:
Here is a 4-piece molecular cluster, C6H19NO4 overall from OMol25. Energies are from wB97M-V/def2-TZVPD.

Last column: Löwdin charge in e.
Atoms and positions in Å:
C -0.366 -2.401 0.278  -0.087
C -1.236 -1.802 1.362  -0.224
C -1.305 -0.243 1.296  -0.087
C -0.264 0.374 0.398  -0.472
O -0.400 0.431 -0.815  0.023
N 0.754 1.057 1.008  -0.118
C 1.287 0.625 2.288  -0.063
C 1.722 1.817 0.219  -0.039
H -0.548 -2.000 -0.718  0.035
H 0.668 -2.080 0.462  0.082
H -0.383 -3.487 0.282  0.083
H -0.907 -2.144 2.349  0.100
H -2.254 -2.187 1.477  0.104
H -2.285 0.060 0.936  0.126
H -1.183 0.040 2.340  0.094
H 2.057 1.313 2.622  0.082
H 0.571 0.732 3.120  0.086
H 1.591 -0.415 2.426  0.094
H 1.251 2.496 -0.493  0.093
H 2.314 2.400 0.916  0.081
H 2.398 1.256 -0.429  0.079
O -2.069 2.567 -1.753  -0.060
H -1.787 2.575 -0.834  0.018
H -1.312 2.172 -2.199  0.019
O 1.746 0.563 -2.875  -0.055
H 2.238 -0.060 -2.342  0.029
H 0.871 0.263 -3.129  0.013
O -0.988 -1.606 -2.950  -0.051
H -1.717 -0.986 -3.042  0.047
H -0.464 -1.331 -2.199  -0.031

The value obtained for the HOMO-LUMO gap is 0.37702 hartree. Its structure (SMILES) is CCCC(=O)N(C)C.O.O.O. The HOMO energy comes out at -9.7746 eV. The value obtained for the LUMO energy is 0.018 Ha. As for the multiplicity: 1.

The most stable arrangement is Q, and the next structure is 0.0789 hartree less stable.